Record 1
C48H49BF3IN5O18PS | wB97M-V/def2-TZVPD

The HOMO energy is -8.8 eV. As for the SMILES: CCOB(O)[C@@]1(Cc2ccccc2)C[C@@](CC(=O)I)(C[C@@H](O)C(F)(F)F)[C@@H]([PH2]=O)OS1(=O)=O.O=[N+]([O-])c1ccccc1.O=[N+]([O-])c1ccccc1.O=[N+]([O-])c1ccccc1.O=[N+]([O-])c1ccccc1.O=[N+]([O-])c1ccccc1. As for the frontier orbital gap: 7.496 eV.

The geometry in XYZ format:
```
127
Properties=species:S:1:pos:R:3:mulliken_charge:R:1
C 2.8936 -0.7472 -3.4347 -0.994
C 1.7651 -0.2388 -4.4451 0.176
O 0.4169 -0.6967 -4.1402 -0.769
B -0.2152 0.3766 -3.3933 0.539
O 0.4030 0.6847 -2.1112 -0.635
C -1.5481 1.1856 -3.9445 1.635
C -2.7350 0.0580 -3.8933 -1.280
C -2.7777 -0.7406 -2.5179 0.324
C -3.0611 -0.1609 -1.1146 0.633
C -3.1157 -1.0631 0.1378 -0.782
C -2.9015 -2.5990 0.0054 -0.424
C -2.5956 -3.2418 -1.3800 -0.500
C -2.5460 -2.2934 -2.5983 -0.276
C -2.0118 2.3609 -2.9486 -2.038
C -1.8200 3.8669 -3.5246 0.975
C -2.9801 4.7378 -2.7608 -0.953
C -3.0548 4.4524 -1.1944 -0.247
O -2.1974 4.7481 -0.3428 -0.511
I -4.8782 3.4789 -0.4121 -0.023
C -0.4370 4.5566 -3.0934 -0.988
C 0.8725 3.9900 -3.8206 0.836
O 1.2061 4.9550 -4.8725 -0.626
C 2.1867 3.9755 -2.8657 0.448
F 3.2751 3.6207 -3.7392 -0.291
F 2.1029 3.0494 -1.8091 -0.167
F 2.5116 5.2989 -2.4184 -0.270
C -2.1860 4.0108 -5.0916 -0.445
P -2.4113 5.7927 -5.6915 0.277
O -1.1555 6.6749 -5.6141 -0.590
O -1.2821 3.3234 -5.9950 -0.392
S -1.4243 1.6736 -5.7338 1.564
O -0.3235 1.0001 -6.4947 -0.705
O -2.7319 1.2534 -6.3971 -0.775
H 2.7490 -0.3518 -2.3600 0.068
H 3.8838 -0.2589 -3.7892 0.351
H 3.0810 -1.8702 -3.4442 0.309
H 1.7799 0.9138 -4.5455 -0.167
H 2.0439 -0.6286 -5.4954 0.375
H 0.2985 -0.0692 -1.4903 0.228
H -3.7359 0.5454 -4.1397 0.449
H -2.5237 -0.7039 -4.7335 0.455
H -3.2525 0.9615 -1.0140 -0.161
H -3.3467 -0.6824 1.1907 0.332
H -2.9636 -3.3166 0.8904 0.446
H -2.4473 -4.3625 -1.5485 0.307
H -2.3519 -2.7782 -3.6214 0.208
H -3.1575 2.2421 -2.8187 0.482
H -1.5915 2.2535 -1.8771 0.653
H -3.9844 4.5851 -3.2881 0.565
H -2.7261 5.8621 -2.8717 0.593
H -0.2384 4.4863 -1.9551 0.491
H -0.5043 5.6712 -3.3279 0.518
H 0.7296 2.9943 -4.3714 -0.506
H 1.1391 4.5039 -5.7508 0.425
H -3.2219 3.4989 -5.2185 0.594
H -2.9236 5.6903 -7.0468 0.144
H -3.5180 6.3350 -4.9256 0.078
O -0.8023 -4.7981 1.0645 -0.516
N -0.3454 -3.8330 1.6668 0.898
O -0.2095 -2.7197 1.1843 -0.476
C 0.0692 -4.0306 3.0573 -0.081
C -0.0357 -5.2956 3.6324 -0.335
C 0.3814 -5.4840 4.9453 -0.694
C 0.8941 -4.4148 5.6758 -0.183
C 0.9874 -3.1490 5.0996 -0.054
C 0.5743 -2.9539 3.7846 -0.767
H -0.4329 -6.1370 3.0750 0.540
H 0.3100 -6.4666 5.4002 0.376
H 1.2226 -4.5688 6.6967 0.436
H 1.3792 -2.3259 5.6634 0.463
H 0.6541 -1.9656 3.3447 0.509
O 3.0567 -1.5074 -0.3228 -0.556
N 3.9669 -2.1843 -0.7793 1.112
O 3.8149 -3.1133 -1.5656 -0.617
C 5.3319 -1.8677 -0.3538 0.071
C 5.5446 -0.8439 0.5673 -0.193
C 6.8405 -0.5623 0.9867 -0.523
C 7.9107 -1.2965 0.4842 -0.376
C 7.6924 -2.3109 -0.4434 -0.479
C 6.3997 -2.6013 -0.8664 -0.416
H 4.7193 -0.2646 0.9663 0.463
H 7.0166 0.2283 1.7084 0.368
H 8.9205 -1.0775 0.8181 0.370
H 8.5308 -2.8780 -0.8339 0.373
H 6.2426 -3.3962 -1.5872 0.430
O 1.9267 -0.7243 6.6769 -0.636
N 2.3331 -1.5603 7.4732 0.970
O 1.9551 -2.7283 7.5130 -0.574
C 3.3365 -1.1358 8.4511 0.140
C 3.7651 0.1904 8.4648 -0.295
C 4.7005 0.5947 9.4109 -0.478
C 5.2036 -0.3219 10.3297 -0.403
C 4.7792 -1.6473 10.3040 -0.512
C 3.8419 -2.0601 9.3633 -0.245
H 3.3808 0.9142 7.7546 0.430
H 5.0360 1.6261 9.4347 0.369
H 5.9298 -0.0013 11.0705 0.373
H 5.1770 -2.3578 11.0207 0.365
H 3.5171 -3.0947 9.3558 0.419
O -3.9421 -11.9701 3.0148 -0.596
N -2.9299 -11.9591 2.3289 0.993
O -2.2068 -12.9279 2.1476 -0.598
C -2.5558 -10.6979 1.6846 0.011
C -3.3332 -9.5606 1.8961 -0.330
C -2.9607 -8.3596 1.3016 -0.416
C -1.8240 -8.3014 0.5005 -0.333
C -1.0576 -9.4431 0.2848 -0.528
C -1.4209 -10.6479 0.8775 -0.271
H -4.2209 -9.5928 2.5180 0.427
H -3.5550 -7.4667 1.4649 0.409
H -1.5332 -7.3605 0.0426 0.398
H -0.1743 -9.3923 -0.3429 0.387
H -0.8137 -11.5295 0.7042 0.432
O -5.8050 9.4564 -3.2977 -0.602
N -5.4066 8.6297 -2.4910 1.048
O -5.7936 7.4686 -2.4426 -0.606
C -4.4017 9.0590 -1.5139 -0.134
C -3.9645 10.3824 -1.5147 -0.402
C -3.0286 10.7918 -0.5709 -0.426
C -2.5337 9.8832 0.3601 -0.402
C -2.9665 8.5605 0.3491 -0.539
C -3.9041 8.1430 -0.5890 -0.046
H -4.3422 11.1001 -2.2344 0.443
H -2.6865 11.8213 -0.5586 0.373
H -1.8072 10.2079 1.0988 0.376
H -2.5751 7.8556 1.0751 0.413
H -4.2352 7.1099 -0.5841 0.489
```

=====

Record 2
C48H51GeN6O3PdS3 | wB97M-V/def2-TZVPD

The HOMO energy (alpha / beta) is -10.2 / -11.4 eV. The expectation value of S² is 6.0141. Its spin multiplicity is 5. Its total charge is +1. As for the frontier orbital gap (alpha / beta): 7.886 / 6.692 eV.

The geometry in XYZ format:
```
113
Properties=species:S:1:pos:R:3:mulliken_charge:R:1
Pd 0.7665 -1.6437 0.0781 -0.161
N -0.5583 -1.5260 -1.6392 -0.542
S -1.6295 -0.5242 -1.7134 1.506
N -1.1836 0.9826 -2.2121 0.175
S -0.7822 2.3710 -1.7021 1.057
N 0.3641 2.6179 -0.6833 -0.087
S 1.1163 1.5707 0.3328 0.252
N 0.3380 0.3598 0.6730 1.067
C 1.3865 2.5775 1.7972 -0.008
C 1.0375 3.9128 1.8448 -0.330
C 1.2674 4.6232 3.0114 -0.861
C 1.8250 3.9889 4.1107 -0.638
C 2.1675 2.6458 4.0504 -0.789
C 1.9532 1.9315 2.8843 -0.100
C 2.7640 1.5016 -0.3874 0.758
C 3.5940 0.4161 -0.1852 -0.178
C 4.8812 0.4700 -0.7030 -1.251
C 5.3133 1.5967 -1.3826 -0.674
C 4.4709 2.6860 -1.5539 -0.891
C 3.1845 2.6408 -1.0506 -0.892
C -0.2913 3.1943 -3.2292 -0.301
C -0.0020 4.5494 -3.2259 -0.333
C 0.3506 5.1613 -4.4183 -0.873
C 0.4187 4.4178 -5.5869 -0.542
C 0.1569 3.0569 -5.5719 -0.903
C -0.1928 2.4356 -4.3847 -0.267
C -2.1578 3.3204 -1.0159 -0.013
C -2.2972 3.3600 0.3623 0.119
C -3.3158 4.1157 0.9181 -1.040
C -4.1891 4.8116 0.0948 -0.710
C -4.0475 4.7540 -1.2847 -0.889
C -3.0306 3.9996 -1.8494 -0.261
C -2.8424 -0.9022 -2.9995 0.287
C -3.2328 0.0023 -3.9706 0.048
C -4.1682 -0.3848 -4.9159 -0.975
C -4.7024 -1.6636 -4.8833 -0.526
C -4.3120 -2.5594 -3.8986 -0.806
C -3.3765 -2.1792 -2.9535 -0.389
C -2.6950 -0.1481 -0.3016 0.398
C -2.4166 -0.6485 0.9538 -0.347
C -3.2073 -0.2453 2.0180 -0.129
C -4.2814 0.6050 1.8075 -1.056
C -4.5785 1.0540 0.5303 -0.907
C -3.7710 0.6875 -0.5321 -0.426
H 0.5891 4.3756 0.9795 0.503
H 1.0162 5.6717 3.0536 0.476
H 2.0047 4.5443 5.0186 0.406
H 2.6122 2.1636 4.9085 0.516
H 2.2288 0.8903 2.8013 0.510
H 3.2585 -0.4463 0.3888 0.608
H 5.5450 -0.3675 -0.5609 0.559
H 6.3203 1.6388 -1.7662 0.421
H 4.8211 3.5687 -2.0659 0.475
H 2.5050 3.4719 -1.1570 0.476
H -0.0543 5.1092 -2.3040 0.535
H 0.5622 6.2190 -4.4361 0.454
H 0.6800 4.9009 -6.5149 0.431
H 0.2160 2.4817 -6.4831 0.486
H -0.3906 1.3762 -4.3335 0.538
H -1.6091 2.7978 0.9756 0.742
H -3.4272 4.1719 1.9896 0.536
H -4.9852 5.4004 0.5260 0.441
H -4.7205 5.3061 -1.9235 0.482
H -2.9015 3.9391 -2.9215 0.565
H -2.8109 0.9956 -3.9802 0.347
H -4.4814 0.3138 -5.6777 0.461
H -5.4150 -1.9683 -5.6349 0.400
H -4.7338 -3.5516 -3.8675 0.430
H -3.0488 -2.8538 -2.1780 0.498
H -1.5953 -1.3511 1.0872 0.624
H -2.9886 -0.5988 3.0120 0.392
H -4.8956 0.9113 2.6396 0.471
H -5.4271 1.6965 0.3557 0.484
H -3.9767 1.0457 -1.5303 0.432
C 0.9169 -5.6626 3.8348 -1.105
C -0.1621 -4.6533 4.2061 -1.201
C 0.3209 -3.1934 4.0787 2.387
C -0.7581 -2.2597 4.6781 -1.431
C -0.3911 -0.7813 4.5806 -1.092
C 1.5978 -3.0021 4.8739 -0.517
O 1.7060 -3.3023 6.0365 -0.636
N 2.6371 -2.4159 4.1974 0.136
C 2.6160 -1.9130 2.8981 -0.418
O 3.5277 -1.2158 2.4990 -0.729
N 1.5450 -2.2229 2.1378 0.477
C 0.4545 -2.8342 2.6129 0.358
O -0.4794 -3.0550 1.8312 -0.764
H 0.5112 -6.6713 3.8604 0.478
H 1.7468 -5.6193 4.5374 0.323
H 1.2972 -5.4716 2.8325 0.102
H -0.4803 -4.8289 5.2338 0.445
H -1.0245 -4.7696 3.5486 0.467
H -0.8915 -2.5387 5.7253 0.511
H -1.6907 -2.4540 4.1438 0.440
H 0.4777 -0.5613 5.1987 0.332
H -1.2130 -0.1648 4.9404 0.581
H -0.1697 -0.4950 3.5501 0.015
H 3.4805 -2.2410 4.7347 0.315
C 2.4420 -4.5476 -3.4725 -1.238
Ge 2.5785 -3.9279 -1.5718 0.552
C 4.3607 -4.5210 -0.8821 -1.228
C 1.1195 -4.7204 -0.4688 -0.580
C 2.3647 -2.0256 -1.4155 -0.716
H 2.5216 -5.6301 -3.4933 0.388
H 3.2457 -4.1291 -4.0716 0.377
H 1.4926 -4.2613 -3.9116 0.375
H 4.3512 -5.5966 -0.7392 0.395
H 4.5903 -4.0421 0.0640 0.352
H 5.1421 -4.2766 -1.5951 0.359
H 0.9583 -5.7783 -0.6648 0.569
H 0.1845 -4.1838 -0.6627 0.277
H 1.3636 -4.6094 0.5865 -0.360
H 2.7179 -1.2689 -2.1058 0.731
```

=====

Per-record F_max, eV/Å: 7.51, 1.46